Record 1
Formula: C18H37Cl16F2N2
Source: the OMol25 dataset
Level of theory: ωB97M-V/def2-TZVPD

Computed properties:
Orbital gap (Ha): 0.3616

```
! RIJCOSX wB97M-V def2-TZVPD def2/J DEFGRID3
* xyz 1 1
Cl -3.489 -1.142 4.701
C -3.419 -1.777 6.349
H -2.391 -1.712 6.713
H -1.117 2.542 -1.598
H -5.185 1.514 0.043
H 4.015 3.928 -4.702
C 0.308 4.841 -2.305
H -0.654 4.456 -2.898
H 0.130 4.565 -1.179
H 1.689 -2.932 3.830
H 1.686 4.170 -4.014
C 1.480 0.080 -2.732
Cl -2.041 -5.654 6.528
Cl 0.412 3.933 2.076
C 0.716 -1.214 -2.133
F -1.345 -2.032 -1.534
H -1.102 -0.459 0.757
C -0.243 -1.055 0.231
H 0.012 -6.819 6.463
H -4.736 2.350 1.558
H -5.678 0.481 -4.242
Cl 3.547 3.028 -6.834
H 0.961 0.152 1.742
C 4.101 4.292 -5.729
H 1.779 -6.619 0.037
C -0.382 1.626 -1.385
H 0.323 6.029 -2.415
Cl -3.729 1.814 -4.303
Cl 1.940 6.414 2.155
Cl -0.584 -3.269 4.373
H 1.634 -0.063 -3.908
H 3.017 -1.439 1.377
Cl 0.018 -5.264 0.838
H 2.571 0.120 -2.281
C 1.711 -5.757 0.704
H -0.346 -2.179 0.621
Cl -1.509 -8.302 5.431
H -0.495 -6.251 4.846
H 1.540 -1.905 -1.615
H -3.743 -2.821 6.342
C 1.193 -0.485 0.758
H 2.313 4.515 0.802
H 2.291 -4.927 0.295
N -0.481 -0.986 -1.258
H 5.144 4.527 -5.952
Cl -4.472 -0.856 7.430
C 1.108 -3.762 4.240
C -0.833 -6.706 5.780
F 2.380 2.720 -0.794
H 1.878 -2.518 0.626
C 1.998 4.677 1.836
H 2.944 2.230 -2.802
C 1.688 4.134 -2.844
Cl 1.769 -4.202 5.819
H -2.293 0.318 -0.903
H 2.715 4.213 2.517
Cl -3.411 0.434 1.167
Cl 3.130 5.759 -5.903
H 0.030 1.823 -0.288
H 1.749 0.246 0.035
C 0.788 1.536 -2.525
H -1.633 0.213 -2.673
Cl -3.357 2.979 -0.254
C -1.283 0.265 -1.533
H 2.593 4.821 -2.480
H 1.176 -4.624 3.572
C -4.352 1.845 0.668
Cl -4.243 -0.549 -2.674
Cl 2.372 -6.197 2.284
H 0.339 -1.861 -3.063
C -4.604 0.282 -4.192
H 0.279 1.861 -3.554
C 1.978 2.635 -2.238
H -4.309 -0.358 -5.027
N 2.012 -1.674 1.224
*
```



Record 2
Formula: C18H37IrOP3S
Source: the OMol25 dataset
Level of theory: ωB97M-V/def2-TZVPD

Computed properties:
Energy relative to the best compared isomer or geometry (same formula, charge and spin) (kcal/mol): 0.00
Orbital gap (spin up / spin down) (Ha): 0.2782 / 0.1737

```
! RIJCOSX wB97M-V def2-TZVPD def2/J DEFGRID3
* xyz 3 5
O -0.371 3.062 -0.922
C -1.151 1.231 -5.810
H 1.400 2.234 1.265
P 1.686 0.102 0.250
C 2.202 1.763 0.684
H 3.522 -0.358 -1.212
P -3.098 0.306 -0.301
C -0.086 3.370 -6.193
H -0.494 -2.280 0.075
H 0.607 3.991 -6.762
C -2.664 -2.704 -2.686
H 1.969 -0.714 2.487
Ir -1.506 0.420 -1.890
H 0.248 0.061 0.171
H -4.454 1.899 0.921
H 0.678 -2.940 -1.104
C -1.649 3.127 -4.363
H -4.565 -1.416 -1.221
H -3.658 2.652 -0.495
H -2.717 2.330 0.989
H 3.316 -1.219 1.418
C -3.522 1.958 0.344
H -1.326 0.186 -6.065
H -2.201 3.527 -3.512
C -0.750 2.020 -1.296
H 2.017 2.125 -4.251
C -0.387 -2.774 -0.898
H 3.113 1.715 1.294
H -0.378 -2.819 -4.263
H -1.678 -0.341 1.553
H 2.388 2.368 -0.214
H -3.325 -2.089 -3.309
H 2.084 -1.308 -1.672
H -5.404 -0.332 -0.071
C 2.429 -0.327 -1.329
H -2.600 -1.742 0.922
H 2.184 0.429 -2.085
H 1.734 -2.049 1.327
H -0.620 4.960 -4.823
H 0.241 1.604 -7.405
C -0.075 -1.929 -3.697
H -5.063 0.220 -1.738
C -0.771 3.916 -5.102
C -0.283 2.031 -6.549
H 3.314 3.769 -1.944
P -1.145 -1.791 -2.231
H -3.198 -3.028 -1.784
C -2.649 -0.674 1.165
H -2.358 -3.590 -3.259
H -0.186 -1.042 -4.335
H -0.892 -3.748 -0.851
H 0.974 -2.028 -3.397
H 3.728 1.883 -3.549
C 2.229 -1.082 1.487
C 2.776 2.425 -3.520
C -4.682 -0.375 -0.898
H 1.602 3.972 -2.657
H -3.412 -0.516 1.938
S -2.824 0.730 -3.717
C -1.810 1.766 -4.685
C 2.551 3.426 -2.654
*
```



Record 3
Formula: C18H37MnNO2P2
Source: the OMol25 dataset
Level of theory: ωB97M-V/def2-TZVPD

Computed properties:
Orbital gap (spin up / spin down) (Ha): 0.1887 / 0.1962

```
! RIJCOSX wB97M-V def2-TZVPD def2/J DEFGRID3
* xyz 0 4
C 0.462 1.231 2.349
H 2.721 0.862 -2.153
H 2.683 -1.696 -2.429
H -3.522 -2.362 -0.452
H -4.532 -0.022 1.641
C -0.087 2.272 -2.273
H -4.795 -1.174 -0.880
C 0.443 -4.252 1.085
C 3.001 0.919 -1.105
H -1.244 2.236 3.239
H -3.186 -1.079 2.159
H -3.363 -1.390 -1.933
C -0.619 -3.215 1.442
C -3.719 -1.380 -0.897
H -0.053 3.904 -5.257
C 3.587 -0.735 1.238
H 2.493 1.775 -0.666
N 0.110 -0.084 -1.844
H 1.010 -3.836 0.253
H -0.061 4.341 -2.793
H 4.130 -1.986 -1.446
Mn -0.118 -0.419 -0.091
C -0.073 3.317 -3.183
C -0.135 0.683 -4.141
H 0.934 3.311 2.067
H -0.107 1.568 -6.099
H 4.074 1.060 -1.047
H 2.644 -2.918 -1.132
H -1.805 -3.160 3.285
C -0.828 -2.861 2.922
H 3.446 0.180 1.822
H -2.563 2.240 -0.232
H 3.216 -1.587 1.819
H -0.103 2.455 -1.191
H 2.272 2.228 1.652
C -0.041 0.882 -2.718
C -3.441 -0.132 1.670
H -0.196 -0.347 -4.498
C -0.570 1.401 3.456
H -3.003 0.692 2.247
H -1.166 0.494 3.606
H -4.260 1.735 -0.567
C -3.199 1.492 -0.721
C 3.035 -1.938 -1.423
H -2.964 1.487 -1.791
H -0.015 -5.205 0.828
H 1.559 -0.231 0.496
H -0.041 -3.317 3.472
C 1.447 2.385 2.347
H 1.879 2.538 3.344
H 1.119 -4.361 1.886
C -0.106 1.745 -5.037
H 1.024 0.298 2.566
H -0.067 1.619 4.408
C -0.072 3.078 -4.560
H -0.678 -1.799 3.013
O -0.132 1.087 1.085
P 2.672 -0.628 -0.326
H 4.615 -0.880 0.921
P -2.720 -0.130 -0.011
O -0.990 -2.390 0.577
*
```



Record 4
Formula: C18H37N3OPtSeSi4
Source: the OMol25 dataset
Level of theory: ωB97M-V/def2-TZVPD

Computed properties:
Energy relative to the best compared isomer or geometry (same formula, charge and spin) (kcal/mol): 0.00
Orbital gap (Ha): 0.2755

```
! RIJCOSX wB97M-V def2-TZVPD def2/J DEFGRID3
* xyz 2 1
N -1.787 1.510 -0.533
H 0.955 4.514 1.519
C -2.446 0.750 2.121
H 1.896 -3.865 1.409
C 1.492 -3.085 2.057
H 0.195 0.978 -3.961
H 3.403 -1.093 -2.180
N -2.739 3.424 -1.939
H 0.053 6.332 0.120
H -3.585 -2.326 -0.708
C -0.233 2.987 0.681
Si -1.204 -2.042 -1.352
H -1.787 -2.286 -3.688
Si 1.990 -1.398 1.435
H 1.302 -2.593 -1.517
H 2.150 -1.275 -3.423
Si 0.591 -0.545 -0.303
H -1.654 1.275 2.661
H -2.118 -0.621 -3.245
C 1.783 -0.063 2.731
H -4.035 -0.653 2.609
C 2.785 1.956 -1.063
H 2.044 0.924 2.341
C -1.416 -1.439 -3.101
H 0.761 -0.021 3.118
H 0.415 -3.224 2.139
H -2.906 -3.767 -1.464
H 0.169 2.200 1.305
Pt -1.543 -0.196 0.514
C -2.197 -1.579 2.894
H -0.209 2.181 -2.732
C -1.794 3.764 -1.086
O -1.500 -1.764 1.844
N -2.173 -2.483 3.848
H 4.392 -1.763 1.619
H 3.469 2.423 -1.777
H 2.193 2.750 -0.609
H -3.200 -0.055 4.030
C 0.190 4.271 0.793
H 2.450 -0.264 3.573
H -2.718 -2.372 4.687
C 0.353 -3.109 -1.308
C -1.246 2.696 -0.277
H -3.196 1.482 1.826
C -1.298 5.100 -0.940
C 0.612 1.643 -3.207
H 4.111 -0.548 0.377
H 0.244 -3.834 -2.121
H 0.460 -3.649 -0.369
C 2.754 -0.553 -2.871
H 3.841 -2.261 0.027
C -0.336 5.332 -0.020
H 1.937 -3.223 3.046
H 3.401 -0.054 -3.598
Se -3.052 1.709 -1.812
C -2.700 -2.965 -0.750
C 3.738 -1.485 0.788
H -1.628 -3.326 3.737
C -3.052 -0.358 2.992
H -0.459 -1.145 -3.531
H -2.542 -3.414 0.229
H 3.392 1.489 -0.288
H -1.712 5.880 -1.563
Si 1.721 0.742 -2.004
H 1.222 2.385 -3.730
*
```



Record 5
Formula: C18H38BBr16NS
Source: the OMol25 dataset
Level of theory: ωB97M-V/def2-TZVPD

Computed properties:
Orbital gap (Ha): 0.3170

```
! RIJCOSX wB97M-V def2-TZVPD def2/J DEFGRID3
* xyz 0 1
H -4.060 -5.765 1.098
C 4.499 -0.073 2.761
H -4.528 -7.245 -1.002
C 0.755 0.450 7.145
H 3.996 0.006 3.725
C 3.865 -1.686 -3.082
H -4.768 -8.037 0.569
H 4.420 -1.715 -4.020
C -4.934 -2.051 -1.353
Br 1.481 -0.951 -1.684
H 5.860 0.017 -8.194
H 0.300 1.301 6.643
C 4.831 -0.256 -7.967
H -0.915 -0.879 7.402
H 3.564 -2.697 -2.812
H -3.805 -0.399 -2.227
H -1.107 3.173 2.650
H 3.016 0.319 -3.180
C -0.417 1.744 1.157
H 6.318 -0.732 3.699
Br -0.420 -1.022 4.987
H -4.237 2.441 6.374
H 4.225 -0.153 -8.867
H -0.078 0.931 1.801
H 1.328 4.579 -3.703
H -1.608 5.145 -3.527
H -5.468 -0.577 -2.825
H 0.802 0.646 8.217
C 0.921 3.528 -3.676
C -2.570 3.771 6.109
Br 5.151 -1.097 -1.743
C -0.343 3.061 1.884
H 3.730 -1.818 -6.920
Br -2.256 1.291 0.696
Br 3.852 1.445 1.725
H 4.159 -0.973 2.251
H -2.528 3.976 7.179
C 0.039 -0.849 6.874
H 0.155 1.730 0.231
Br -5.454 0.696 -0.710
H -2.695 1.593 6.126
Br -3.735 2.264 3.964
Br -0.710 3.696 5.533
C 2.708 -0.725 -3.178
H -0.376 3.685 -5.527
Br -3.507 -2.374 -0.058
Br 6.922 -0.564 1.311
H 6.365 0.971 3.196
Br -6.940 -7.691 -0.551
H 4.862 -2.396 -8.160
C 5.997 -0.020 2.938
H -2.424 1.538 -2.910
C -4.823 -0.668 -1.951
Br -0.546 4.561 0.656
H -5.811 -5.792 1.401
C -5.106 -7.229 -0.080
Br -5.240 -4.409 -0.593
H -4.801 -2.807 -2.124
H -3.024 4.619 5.600
H 0.641 3.195 2.336
Br 2.613 0.372 6.561
C -0.433 3.265 -4.478
S -2.736 2.866 -2.633
Br 6.057 -1.984 -6.040
B -1.590 3.962 -3.569
C -5.041 -5.905 0.640
Br 4.144 1.090 -6.735
H -0.618 2.147 -4.455
C -3.282 2.467 5.848
H 2.325 2.947 -2.573
C 4.695 -1.642 -7.391
N 1.474 2.560 -3.017
H 0.624 -1.727 7.141
H -5.876 -2.216 -0.841
H 2.113 -0.924 -4.070
*
```



Record 6
Formula: C18H38BClF7N4O8P
Source: the OMol25 dataset
Level of theory: ωB97M-V/def2-TZVPD

Computed properties:
SMILES: CN(C)B(O)OC(=O)N(P(O)Cl)C(F)(F)C(F)(F)C(F)(F)F.COCCNCCOC.COCCNCCOC
Orbital gap (Ha): 0.3232

```
! RIJCOSX wB97M-V def2-TZVPD def2/J DEFGRID3
* xyz 0 1
H 1.319 6.164 4.626
C -0.884 -0.053 0.391
H 3.418 -5.200 0.136
H 0.076 -4.533 -2.310
H 2.697 -3.436 -1.394
C -1.038 -0.075 -1.158
O 0.611 4.594 0.048
F -2.895 -1.410 -1.802
H 3.970 -3.474 -4.163
H -5.226 1.774 -0.244
C -6.487 -0.980 -1.351
H 2.574 3.968 0.373
H 2.867 6.487 0.671
H 1.469 2.728 -0.285
O -2.781 -2.012 0.858
H -6.154 -1.987 -1.612
Cl -1.694 -1.401 3.818
H 2.183 5.109 2.048
N 1.558 5.109 2.842
H 4.273 -2.293 -2.886
C 2.602 -3.550 -2.481
C -6.392 -2.030 0.779
H 1.454 7.589 0.682
H 1.309 -4.465 -0.080
H -1.131 4.187 1.002
B -5.075 -0.054 0.359
N -2.114 0.195 1.128
H 3.624 -6.885 0.641
C 1.725 3.790 -0.296
F -0.081 1.019 0.626
H -7.544 -0.908 -1.621
C 5.438 -5.206 -3.260
H -5.934 -0.273 -1.966
F -1.251 -1.320 -3.085
C 0.993 -5.392 -0.571
H 4.691 -5.997 -3.381
O 4.956 -4.151 -2.449
H 3.644 -6.503 -1.075
O -4.299 -0.537 1.448
C 0.874 -5.247 -2.088
H -3.427 0.601 3.904
C -1.596 -1.368 -1.806
H -0.498 4.953 3.189
H 2.968 6.007 4.045
H -0.064 6.175 1.977
C -0.062 4.187 1.237
P -1.599 0.441 2.833
H 2.778 -5.559 -2.693
C 3.979 -3.329 -3.079
H -5.633 -2.725 0.414
H 3.050 8.162 0.171
N -6.330 -0.709 0.101
H 5.743 -4.841 -4.245
H 2.144 8.302 4.007
O -2.791 1.271 3.592
C 2.527 7.507 0.869
H 0.209 3.173 1.533
C 1.942 6.208 3.727
F 0.130 0.218 -1.678
H 2.028 4.061 -1.307
F -0.186 -1.075 0.842
O 1.791 -6.483 -0.143
F -1.102 -2.464 -1.326
F -1.864 0.897 -1.491
H 1.925 -2.772 -2.849
H -6.351 -1.944 1.860
C 0.182 5.177 2.361
O -4.630 1.025 -0.369
H 0.553 -6.212 -2.488
O 2.876 7.908 2.182
H 6.309 -5.633 -2.765
N 2.065 -4.858 -2.843
H -0.012 -5.604 -0.194
C 1.904 7.634 3.175
C 3.185 -6.237 -0.119
H -7.363 -2.468 0.533
C -3.029 -0.894 1.093
H 0.905 7.927 2.832
*
```



Record 7
Formula: C18H38BFO5
Source: the OMol25 dataset
Level of theory: ωB97M-V/def2-TZVPD

Computed properties:
SMILES: CC(C)=O.CC(C)=O.CC(C)=O.CC(C)=O.CC(C)=O.BCCCF
Orbital gap (Ha): 0.3623

```
! RIJCOSX wB97M-V def2-TZVPD def2/J DEFGRID3
* xyz 0 1
H -0.615 -5.509 0.746
H -0.487 -4.707 2.336
C 2.804 -0.547 -0.715
H 8.039 -1.512 -4.092
C -0.783 -4.585 1.292
H 1.609 3.421 1.474
C -0.609 4.755 0.311
H 2.578 5.810 0.857
H 2.684 5.169 -1.084
H -3.933 4.146 1.235
O 2.212 0.410 -0.264
H -4.755 -3.504 -1.386
C 6.511 -4.302 -2.665
C 0.220 3.594 -0.182
C 2.987 -0.758 -2.193
C -5.736 -3.205 1.946
O 6.169 -1.958 -2.467
H 4.454 -1.719 -0.010
C -5.476 4.983 2.467
H 0.102 -2.132 2.347
H 2.170 2.782 -0.066
H -0.818 4.681 1.382
H 4.053 -0.851 -2.403
H 2.544 0.062 -2.753
H -6.301 -2.839 -0.795
H -4.891 5.422 0.450
H 6.259 -4.836 -3.584
H -5.939 -4.535 -0.537
C -5.491 -3.540 -0.587
C 7.922 -2.582 -3.948
H 8.853 -3.012 -3.574
C 1.652 3.623 0.402
C -0.006 -3.457 0.666
H -1.250 -1.835 1.269
H -5.163 -2.945 2.832
H 3.199 -1.365 1.218
H -6.978 6.041 3.570
H 5.688 -4.375 -1.958
O 0.711 -3.624 -0.296
O -3.665 -2.933 0.808
H -6.772 6.592 1.886
O -5.683 3.947 3.053
H 2.523 -1.704 -2.480
H 7.400 -4.783 -2.254
H -5.577 7.035 3.089
C 3.383 -1.614 0.175
H 0.254 3.632 -1.272
H -3.695 5.860 1.650
H -6.552 -2.494 1.810
H 7.711 -3.067 -4.903
C -6.258 6.239 2.781
H -0.126 5.718 0.115
H 2.906 -2.566 -0.063
H -0.263 2.657 0.094
C 6.802 -2.854 -2.974
C -4.431 5.099 1.386
B 2.369 4.952 0.050
F -1.848 4.784 -0.344
C -0.190 -2.099 1.295
H -1.844 -4.330 1.287
H 0.398 -1.349 0.771
H -6.190 -4.190 2.070
C -4.841 -3.200 0.731
*
```